# 1
56
Properties=species:S:1:pos:R:3 method="wB97M-V/def2-TZVPD" orbital_gap_ev=8.01 spin_multiplicity=1 smiles="NC(N)(N)CN(CCCI)S(=O)(=O)F.O=C1C=C(O)C(=O)C=C1O.O=C1C=C(O)C(=O)C=C1O"
N -0.717 -1.134 1.077
C -1.267 -1.121 -0.245
N -2.272 -2.169 -0.279
N -0.235 -1.360 -1.283
C -1.806 0.302 -0.541
N -2.698 0.869 0.507
C -4.035 1.289 0.031
C -4.933 0.157 -0.453
C -5.480 -0.874 0.549
I -5.081 -0.562 2.616
S -1.891 2.037 1.348
O -1.564 3.147 0.523
O -0.928 1.477 2.222
F -3.072 2.510 2.258
H 0.186 -0.681 1.143
H -0.616 -2.082 1.422
H -2.735 -2.227 0.621
H -2.975 -2.001 -0.986
H -0.671 -1.840 -2.068
H 0.409 -2.045 -0.898
H -2.348 0.325 -1.489
H -0.943 0.956 -0.685
H -4.545 1.786 0.856
H -3.928 2.017 -0.782
H -5.790 0.670 -0.896
H -4.454 -0.371 -1.280
H -5.121 -1.875 0.337
H -6.564 -0.911 0.494
O 1.689 -1.031 2.603
C 2.506 -0.865 3.493
C 3.840 -1.409 3.497
C 4.617 -1.177 4.566
O 5.852 -1.622 4.702
C 4.144 -0.363 5.761
O 4.951 -0.243 6.668
C 2.820 0.201 5.742
C 2.040 -0.019 4.669
O 0.823 0.467 4.553
H 4.167 -1.993 2.649
H 6.152 -1.299 5.578
H 2.495 0.794 6.584
H 0.451 0.227 3.681
O 2.693 3.067 -6.242
C 2.374 2.082 -5.594
C 1.424 2.068 -4.514
C 1.168 0.913 -3.870
O 0.311 0.835 -2.878
C 1.847 -0.390 -4.268
O 1.539 -1.394 -3.656
C 2.806 -0.371 -5.355
C 3.058 0.785 -5.983
O 3.906 0.925 -6.989
H 0.943 2.996 -4.239
H 0.303 -0.053 -2.424
H 3.284 -1.301 -5.629
H 3.872 1.876 -7.225

# 2
99
Properties=species:S:1:pos:R:3 method="wB97M-V/def2-TZVPD" charge=-1 e_above_lowest_kj_mol=329.6 orbital_gap_ev=5.81 spin_multiplicity=1
Rb -17.461 6.743 -6.443
O -17.611 7.616 -1.512
C -17.651 7.674 -2.847
O -16.873 7.196 -3.648
C -18.873 8.503 -3.291
O -18.957 8.615 -4.660
C -20.321 8.871 -5.254
C -20.019 8.365 -6.700
O -20.448 7.204 -6.969
O -19.259 9.123 -7.384
H -16.984 6.878 -1.245
H -18.927 9.436 -2.720
H -19.757 7.985 -2.878
H -20.599 9.933 -5.223
H -21.105 8.286 -4.755
C -16.499 11.384 -6.864
C -15.260 10.773 -7.546
C -14.138 11.807 -7.304
C -15.689 10.507 -8.958
C -16.333 11.483 -9.702
C -16.633 11.308 -11.070
C -16.315 10.068 -11.620
C -15.835 8.992 -10.898
C -15.917 7.596 -11.475
C -17.019 7.544 -12.501
C -14.505 7.089 -11.925
C -15.357 9.218 -9.592
N -14.819 8.303 -8.745
C -15.055 7.040 -8.549
C -14.442 6.247 -7.487
C -13.396 6.805 -6.720
C -12.858 6.111 -5.644
C -13.472 4.920 -5.263
C -14.496 4.362 -6.008
C -14.962 4.979 -7.161
N -16.067 4.528 -7.891
C -16.352 3.260 -8.235
C -15.857 2.764 -9.560
C -16.634 1.793 -10.195
C -17.715 1.158 -9.555
C -17.980 1.476 -8.211
C -17.285 2.439 -7.530
C -17.623 2.608 -6.036
C -19.049 3.240 -5.944
C -17.512 1.302 -5.125
C -14.550 3.300 -10.125
C -14.466 3.010 -11.629
C -13.287 2.674 -9.388
H -16.471 11.597 -5.802
H -17.384 10.752 -6.978
H -16.735 12.365 -7.306
H -15.042 9.809 -7.032
H -14.353 12.775 -7.791
H -13.155 11.508 -7.606
H -14.008 11.949 -6.198
H -16.442 12.446 -9.248
H -17.055 12.113 -11.691
H -16.559 9.916 -12.665
H -16.211 6.920 -10.695
H -16.600 7.939 -13.441
H -17.886 8.236 -12.204
H -17.505 6.543 -12.675
H -14.003 7.782 -12.582
H -14.587 6.134 -12.393
H -13.899 6.954 -10.985
H -15.813 6.456 -9.109
H -13.174 7.843 -6.922
H -12.036 6.600 -5.104
H -13.070 4.339 -4.439
H -14.962 3.393 -5.773
H -16.281 1.344 -11.102
H -18.295 0.453 -10.121
H -18.524 0.730 -7.688
H -16.921 3.387 -5.637
H -19.783 2.468 -6.063
H -19.210 3.980 -6.706
H -19.117 3.789 -4.974
H -18.188 1.379 -4.260
H -16.509 1.004 -4.825
H -17.902 0.445 -5.656
H -14.657 4.377 -9.966
H -14.638 1.984 -11.952
H -13.499 3.381 -12.022
H -15.221 3.594 -12.203
H -13.269 1.564 -9.459
H -13.223 2.906 -8.298
H -12.393 3.051 -9.881
O -11.584 5.749 -1.797
C -12.906 5.933 -1.440
C -13.414 7.209 -1.124
C -14.689 7.212 -0.674
N -15.518 6.179 -0.831
C -15.036 4.991 -1.108
Br -16.264 3.424 -1.212
C -13.728 4.806 -1.435
H -11.082 6.515 -1.534
H -12.862 8.155 -1.183
H -15.157 8.046 -0.143
H -13.287 3.853 -1.565

# 3
21
Properties=species:S:1:pos:R:3 method="wB97M-V/def2-TZVPD" charge=+1 e_above_lowest_kj_mol=205.3 orbital_gap_ev=3.60 spin_multiplicity=1
C -2.820 -0.910 -1.045
C -1.543 -0.672 -2.022
I -1.877 -1.686 -3.975
C -0.155 -1.235 -1.330
S 0.293 0.011 0.011
O -0.602 -0.226 1.287
O 0.179 1.468 -0.526
N 1.952 -0.194 0.579
S 2.446 1.226 1.462
N 3.751 0.906 2.612
O 3.056 2.200 0.404
O 1.311 1.908 2.263
H -2.976 -2.059 -0.807
H -3.776 -0.454 -1.563
H -2.717 -0.356 -0.011
H -1.368 0.456 -2.309
H -0.302 -2.298 -0.840
H 0.666 -1.346 -2.166
H 4.184 1.854 2.770
H 3.315 0.674 3.547
Sn -3.017 0.732 1.660

# 4
93
Properties=species:S:1:pos:R:3 method="wB97M-V/def2-TZVPD" charge=+4 orbital_gap_ev="7.03 / 6.71" spin_multiplicity=2
Tc 0.437 -0.635 -0.106
C -1.863 -0.019 2.528
P -0.668 -1.241 1.935
C -1.634 -2.776 1.946
C 0.589 -1.411 3.204
C 0.376 -1.186 4.560
C 1.413 -1.409 5.456
C 2.648 -1.862 5.006
C 2.861 -2.096 3.654
C 1.828 -1.864 2.752
P 1.946 -2.190 0.983
C 1.778 -3.998 0.836
C 3.693 -1.944 0.557
H -2.415 -0.448 3.366
H -2.574 0.228 1.742
H -1.356 0.888 2.846
H -1.953 -2.988 2.968
H -1.063 -3.626 1.585
H -2.522 -2.659 1.324
H -0.582 -0.840 4.926
H 1.257 -1.233 6.512
H 3.449 -2.034 5.713
H 3.829 -2.454 3.326
H 2.287 -4.437 1.695
H 2.269 -4.368 -0.062
H 0.744 -4.330 0.849
H 4.289 -2.715 1.047
H 4.034 -0.967 0.896
H 3.842 -2.031 -0.519
N -1.552 -0.820 -0.532
C -2.656 -0.758 -0.859
C -4.017 -0.684 -1.250
C -4.988 -1.294 -0.441
C -6.312 -1.231 -0.826
C -6.662 -0.563 -1.996
C -5.697 0.049 -2.791
C -4.367 -0.008 -2.427
H -4.705 -1.808 0.469
H -7.075 -1.697 -0.217
H -7.703 -0.515 -2.290
H -5.990 0.574 -3.691
H -3.610 0.482 -3.028
C 1.105 -4.234 -3.673
C 1.043 -3.469 -2.329
N 0.431 -2.132 -2.476
C -0.937 -2.306 -3.015
C -0.933 -3.056 -4.367
N 0.493 -3.353 -4.722
C 1.270 -2.074 -4.837
C 1.223 -1.364 -3.463
H 0.542 -5.164 -3.655
H 2.124 -4.452 -3.985
H 2.053 -3.336 -1.943
H 0.466 -4.036 -1.602
H -1.382 -1.322 -3.146
H -1.530 -2.855 -2.288
H -1.353 -2.462 -5.175
H -1.462 -4.006 -4.322
H 0.516 -3.839 -5.620
H 0.815 -1.485 -5.631
H 2.282 -2.337 -5.137
H 0.781 -0.373 -3.566
H 2.230 -1.242 -3.073
C 3.912 2.803 -2.549
C 4.295 1.586 -1.693
C 3.124 0.817 -1.289
N 2.202 0.217 -0.962
H 4.811 3.376 -2.761
H 3.202 3.438 -2.024
H 3.475 2.496 -3.498
H 4.792 1.888 -0.767
H 4.978 0.912 -2.214
C -1.945 5.014 4.027
C -1.235 5.739 2.930
C -1.454 7.060 2.667
C -0.740 7.712 1.640
Cl -1.003 9.336 1.343
C 0.206 7.009 0.838
C 0.447 5.693 1.082
C -0.245 5.053 2.138
O -0.039 3.795 2.492
C 1.116 3.056 2.039
C 0.789 2.217 0.795
O 0.911 2.675 -0.321
O 0.397 0.997 1.094
H -2.686 5.657 4.494
H -1.237 4.689 4.791
H -2.445 4.123 3.643
H -2.166 7.630 3.250
H 0.712 7.539 0.043
H 1.131 5.136 0.458
H 1.379 2.415 2.874
H 1.935 3.736 1.822